# C4H10NP

C4H10NP as an isolated structure (ωB97M-V/def2-TZVPD, OMol25).

Computed properties:
- Total charge: 0
- Energy relative to the best compared isomer or geometry (same formula, charge and spin): 226.8 kJ/mol
- Electronic energy: -15085.9471 eV

Element x y z (Å)
P1 -0.03979 -1.01614 -0.25404
N1 1.81634 0.34680 -0.56153
C1 2.75068 -0.47448 0.09592
C2 -0.64860 -0.06934 1.19525
C3 -2.68190 -0.06489 -0.49221
C4 -1.31624 0.31198 -0.11839
H1 3.18239 -1.38755 -0.37534
H2 -2.82718 -1.13236 -0.46031
H3 0.06833 0.64075 1.46595
H4 2.33415 -0.86935 1.06138
H5 -1.36487 -0.34888 1.92370
H6 -3.53233 0.40807 0.14996
H7 3.61151 0.12084 0.43716
H8 -0.90083 1.29842 -0.55965
H9 1.69591 0.11077 -1.54206
H10 -2.84373 0.32668 -1.49181